--- a ---
{"formula": "C7H13N2S", "method": "ωB97M-V/def2-TZVPD", "homo_lumo_gap_ev": 9.92, "homo_ev": -13.465, "total_charge": 1, "smiles": "C[C@H]1C[C@H]2[NH2+]C(=S)NC[C@@H]12", "elements": ["C", "C", "C", "C", "N", "C", "S", "N", "C", "C", "H", "H", "H", "H", "H", "H", "H", "H", "H", "H", "H", "H", "H"], "coordinates": [[-2.4710, -0.6780, 0.3623], [-1.6187, 0.1760, -0.5370], [-1.0913, 1.5520, 0.0886], [0.3967, 1.1012, -0.4007], [1.5380, 0.9593, 0.5685], [2.6392, -0.2099, 0.1159], [4.1616, 0.2152, -0.0108], [1.9470, -1.3217, 0.1100], [0.4882, -1.3800, 0.0549], [-0.0940, -0.3030, -0.7980], [-1.9974, -0.7500, 1.2840], [-2.6897, -1.6900, 0.1060], [-3.4073, -0.2577, 0.3879], [-2.0655, 0.4726, -1.5822], [-1.6404, 2.2354, -0.4654], [-0.9332, 1.7686, 1.1563], [0.6092, 1.7504, -1.2468], [1.1291, 0.7421, 1.4211], [1.9770, 1.9095, 0.5906], [2.5290, -2.0921, -0.3604], [0.2475, -1.2278, 1.2191], [0.1449, -2.2798, -0.2663], [0.2012, -0.6922, -1.7977]], "nbo_charge": [-0.629, -0.158, -0.403, -0.071, -0.588, 0.187, 0.122, -0.586, -0.212, -0.253, 0.202, 0.229, 0.237, 0.234, 0.243, 0.210, 0.244, 0.418, 0.461, 0.453, 0.183, 0.245, 0.232]}


--- b ---
{"formula": "C7H13N2S", "method": "ωB97M-V/def2-TZVPD", "homo_lumo_gap_ev": 7.99, "homo_ev": -12.386, "total_charge": 1, "elements": ["C", "C", "C", "C", "C", "C", "C", "N", "N", "S", "H", "H", "H", "H", "H", "H", "H", "H", "H", "H", "H", "H", "H"], "coordinates": [[-0.3794, 0.2824, 1.3747], [1.7169, 0.5467, -0.2924], [1.2731, -0.7543, -0.9243], [-1.2060, 0.0414, -1.7828], [2.0174, 0.4457, 1.2148], [-2.3287, -0.8945, -1.5566], [-0.2057, -0.7576, -1.0169], [0.7351, 0.2985, 1.9018], [-1.4255, 0.7518, 2.0671], [-1.1506, -2.1661, -0.9698], [2.6071, 0.8459, -0.8543], [1.0329, 1.3929, -0.4807], [1.6080, -0.9195, -1.9753], [1.6900, -1.6481, -0.3862], [-0.9294, 0.3587, -2.8539], [-1.4184, 1.0571, -1.2879], [2.9880, -0.2425, 1.4996], [2.3481, 1.4740, 1.5836], [-2.8757, -0.5985, -0.7177], [-3.0991, -1.1483, -2.2437], [0.7863, 0.5094, 2.8726], [-2.3306, 0.5083, 1.7141], [-1.4537, 0.6166, 3.1143]], "nbo_charge": [0.308, -0.428, -0.525, -0.546, -0.218, -0.480, 0.144, -0.563, -0.797, 0.483, 0.245, 0.231, 0.270, 0.251, 0.285, 0.267, 0.237, 0.224, 0.218, 0.258, 0.370, 0.393, 0.372]}


--- c ---
{"formula": "C7H13N2S", "method": "ωB97M-V/def2-TZVPD", "homo_lumo_gap_ev": 9.55, "homo_ev": -12.244, "total_charge": 1, "smiles": "C[NH+](C)[C@@H](S)c1cc[nH]c1", "elements": ["C", "N", "C", "C", "S", "C", "C", "C", "N", "C", "H", "H", "H", "H", "H", "H", "H", "H", "H", "H", "H", "H", "H"], "coordinates": [[-0.6181, 2.3824, 1.5245], [-0.1264, 1.1604, 0.7802], [0.2570, 0.2032, 1.8719], [-1.0307, 0.5158, -0.1994], [-1.3027, 1.6855, -1.5396], [-0.1412, -0.8665, -0.7469], [1.1758, -0.7088, -1.1312], [1.5319, -1.9759, -1.5627], [0.4306, -2.7932, -1.5896], [-0.6099, -2.1113, -1.0421], [0.2668, 2.7125, 2.0268], [-1.1365, 3.0319, 0.7265], [-1.3212, 2.0764, 2.3277], [0.7379, 1.4099, 0.2351], [1.2366, 0.4991, 2.0793], [-0.3613, 0.3667, 2.7616], [0.2408, -0.7654, 1.2869], [-1.9163, 0.1754, 0.3261], [-0.3598, 1.4481, -2.3937], [1.7849, 0.0543, -0.9092], [2.5091, -2.3109, -1.9742], [0.3213, -3.6651, -1.9198], [-1.5684, -2.5245, -0.9382]], "nbo_charge": [-0.417, -0.380, -0.429, -0.193, 0.035, -0.097, -0.371, -0.009, -0.458, -0.074, 0.232, 0.259, 0.230, 0.442, 0.220, 0.235, 0.267, 0.254, 0.153, 0.209, 0.238, 0.422, 0.233]}


Verdict on stability: c comes out on top.


--- a ---
{"formula": "C2H8NO", "method": "ωB97M-V/def2-TZVPD", "homo_lumo_gap_ev": 11.38, "homo_ev": -15.197, "total_charge": 1, "elements": ["C", "C", "N", "H", "H", "H", "H", "H", "H", "H", "H", "O"], "coordinates": [[-1.0711, -0.8432, 0.1338], [0.1162, -1.3371, -0.2707], [-1.1680, 0.4442, 0.8332], [-2.1796, -1.3349, 0.0751], [0.2351, -2.2832, -0.8107], [1.0016, -0.7261, -0.1433], [-1.9224, 0.3381, 1.5274], [-0.2801, 0.8478, 1.3221], [-1.6593, 1.1643, 0.2344], [3.0199, 0.7475, -1.0592], [1.8630, 1.8909, -1.1615], [2.0447, 1.0916, -0.6807]], "nbo_charge": [-0.110, -0.315, -0.717, 0.251, 0.255, 0.248, 0.446, 0.480, 0.452, 0.509, 0.485, -0.985]}


--- b ---
{"formula": "C2H8NO", "method": "ωB97M-V/def2-TZVPD", "homo_lumo_gap_ev": 10.25, "homo_ev": -14.171, "total_charge": 1, "elements": ["N", "H", "H", "H", "H", "O", "C", "C", "H", "H", "H", "H"], "coordinates": [[-1.1795, -1.3648, -1.6247], [-2.0592, -1.3026, -2.1491], [-1.1622, -0.6764, -0.8624], [-0.4716, -1.0608, -2.2979], [-0.9076, -2.2535, -1.2068], [0.8566, -0.3128, -0.1336], [1.2968, 0.3780, 0.7529], [0.4854, 1.4266, 1.4706], [2.3432, 0.2998, 1.1004], [-0.1721, 0.8342, 2.1232], [1.0942, 2.0796, 2.0838], [-0.1240, 1.9527, 0.7435]], "nbo_charge": [-0.864, 0.453, 0.473, 0.460, 0.465, -0.633, 0.497, -0.731, 0.139, 0.252, 0.250, 0.239]}


--- c ---
{"formula": "C2H8NO", "method": "ωB97M-V/def2-TZVPD", "homo_lumo_gap_ev": 9.91, "homo_ev": -13.726, "total_charge": 1, "elements": ["N", "H", "H", "H", "H", "C", "C", "O", "H", "H", "H", "H"], "coordinates": [[0.0777, -0.7068, 1.6143], [-0.1446, 0.0034, 0.8371], [-0.5649, -1.4961, 1.6104], [-0.2742, -0.1343, 2.3851], [1.0851, -0.8227, 1.5762], [0.9797, 0.1420, -1.1765], [-0.2432, 0.6631, -1.2605], [-1.3072, 0.2399, -0.4546], [1.7759, 0.7325, -1.6080], [1.1074, -0.9158, -0.9502], [-0.4533, 1.4404, -2.0006], [-2.0384, 0.8543, -0.5728]], "nbo_charge": [-0.901, 0.487, 0.460, 0.445, 0.462, -0.562, 0.142, -0.733, 0.251, 0.215, 0.215, 0.518]}


Verdict on stability: b comes out on top.


--- a ---
{"formula": "C2H8NO", "method": "ωB97M-V/def2-TZVPD", "homo_lumo_gap_ev": 9.88, "homo_ev": -13.818, "total_charge": 1, "elements": ["N", "H", "H", "H", "H", "C", "C", "O", "H", "H", "H", "H"], "coordinates": [[1.9308, -0.3129, -0.7043], [1.1170, -0.4778, 0.0014], [1.8154, -1.0397, -1.4124], [2.7592, -0.6684, -0.2123], [2.1243, 0.6668, -0.8951], [-2.2241, 0.5026, 0.3632], [-0.9479, 0.3179, 0.0687], [0.0332, 0.1159, 1.0592], [-2.9756, 0.5718, -0.4175], [-2.5851, 0.0949, 1.3130], [-0.6100, 0.5518, -0.9396], [-0.4371, -0.3228, 1.7755]], "nbo_charge": [-0.908, 0.478, 0.454, 0.443, 0.464, -0.418, 0.061, -0.721, 0.241, 0.208, 0.183, 0.515]}


--- b ---
{"formula": "C2H8NO", "method": "ωB97M-V/def2-TZVPD", "homo_lumo_gap_ev": 10.81, "homo_ev": -14.985, "total_charge": 1, "elements": ["C", "C", "N", "H", "H", "H", "H", "H", "H", "H", "H", "O"], "coordinates": [[0.6279, 0.9796, -0.7523], [1.6261, 0.4555, 0.0939], [-0.5322, -0.0863, -1.1416], [0.5071, 1.7956, -1.3957], [2.2078, 1.2300, 0.4841], [2.1271, -0.5378, 0.1958], [-0.9256, -0.2749, -0.1686], [-0.0221, -0.9631, -1.3470], [-0.9282, 0.1079, -2.1437], [-0.7971, -0.6311, 2.3937], [-1.8499, -1.6483, 1.5546], [-1.2647, -0.8856, 1.5461]], "nbo_charge": [-0.022, -0.361, -0.807, 0.239, 0.233, 0.262, 0.513, 0.429, 0.473, 0.527, 0.514, -1.000]}


--- c ---
{"formula": "C2H8NO", "method": "ωB97M-V/def2-TZVPD", "homo_lumo_gap_ev": 11.48, "homo_ev": -16.598, "total_charge": 1, "elements": ["C", "C", "N", "H", "H", "H", "H", "H", "H", "H", "H", "O"], "coordinates": [[1.1694, 0.8810, -0.9636], [0.9564, -1.1043, 0.3928], [0.3610, -0.1752, -0.2535], [1.7890, 0.4044, -1.7058], [1.5919, 1.6022, -0.2383], [0.3707, 1.5047, -1.3756], [1.9785, -1.4155, 0.1619], [0.3445, -1.7517, 1.0260], [-0.5388, 0.0359, 0.3182], [-2.9091, -0.6571, 0.5978], [-2.8675, 0.6266, 1.2209], [-2.2459, 0.0490, 0.8191]], "nbo_charge": [-0.441, 0.139, -0.415, 0.250, 0.253, 0.243, 0.222, 0.225, 0.486, 0.501, 0.501, -0.963]}


Verdict on stability: c comes out on top.


--- a ---
{"formula": "C3H7O2S", "method": "ωB97M-V/def2-TZVPD", "homo_lumo_gap_ev": 6.86, "homo_ev": -2.942, "total_charge": -1, "elements": ["O", "C", "C", "C", "S", "H", "H", "H", "H", "H", "H", "H", "O"], "coordinates": [[-0.2386, -2.2713, -1.9267], [-0.4330, -1.4698, -1.0622], [-0.2962, 0.0428, -1.2197], [1.0888, 0.4748, -0.7406], [1.4301, -0.0734, 0.9878], [-0.7463, -1.7345, -0.0393], [-0.4097, 0.2409, -2.2866], [-1.1054, 0.5065, -0.6650], [1.8842, 0.0791, -1.3711], [1.1696, 1.5613, -0.8557], [-1.5419, 0.9281, 2.9476], [-0.0627, 0.9358, 2.7702], [-0.7388, 0.7796, 3.4614]], "nbo_charge": [-0.577, 0.475, -0.520, -0.504, -0.715, 0.115, 0.190, 0.200, 0.187, 0.177, 0.448, 0.501, -0.977]}


--- b ---
{"formula": "C3H7O2S", "method": "ωB97M-V/def2-TZVPD", "homo_lumo_gap_ev": 7.59, "homo_ev": -4.313, "total_charge": -1, "elements": ["C", "C", "S", "H", "H", "H", "H", "H", "H", "O", "C", "O", "H"], "coordinates": [[0.3200, 0.6183, -1.4353], [0.0197, -0.7182, -0.8643], [1.4830, -1.8054, -0.8621], [0.0610, 1.3634, -0.6170], [-0.2661, 0.7455, -2.3389], [1.3215, 0.7482, -1.8169], [-0.2603, -0.6459, 0.1021], [-0.7788, -1.2556, -1.4309], [2.1199, -0.7323, -0.1610], [-1.2142, 0.8491, 3.5687], [-1.0207, 0.4451, 2.3686], [-0.6480, 1.0700, 1.3153], [-1.1371, -0.6822, 2.1716]], "nbo_charge": [-0.662, -0.481, -0.130, 0.288, 0.191, 0.196, 0.246, 0.191, 0.138, -0.775, 0.635, -0.824, -0.013]}


Verdict on stability: a comes out on top.


--- a ---
{"formula": "C3H7O2S", "method": "ωB97M-V/def2-TZVPD", "homo_lumo_gap_ev": 7.34, "homo_ev": -4.197, "total_charge": -1, "elements": ["C", "S", "C", "H", "H", "H", "H", "H", "H", "O", "C", "O", "H"], "coordinates": [[1.8965, 1.5345, -0.3025], [0.4846, 2.5194, 0.3250], [-0.5929, 1.0713, 0.8578], [2.4489, 1.5217, 0.5808], [1.5098, 0.5262, -0.7182], [2.4113, 1.9577, -1.1575], [-0.1777, 0.0684, 0.6695], [-1.4613, 1.2005, 0.2555], [-0.7806, 1.2388, 1.9377], [-1.7657, -3.3590, -0.7151], [-0.6962, -2.6849, -0.7392], [-0.1362, -2.1202, 0.2194], [-0.1325, -2.5154, -1.6989]], "nbo_charge": [-0.736, 0.064, -0.715, 0.210, 0.250, 0.207, 0.291, 0.210, 0.203, -0.788, 0.621, -0.809, -0.009]}


--- b ---
{"formula": "C3H7O2S", "method": "ωB97M-V/def2-TZVPD", "homo_lumo_gap_ev": 7.06, "homo_ev": -3.088, "total_charge": -1, "elements": ["O", "C", "C", "C", "S", "H", "H", "H", "H", "H", "H", "H", "O"], "coordinates": [[0.6995, 3.0153, 1.4352], [0.2748, 2.1272, 0.7414], [1.1712, 1.1555, 0.0198], [0.6175, -0.2837, 0.0900], [-0.7511, -0.5853, -1.0523], [-0.7922, 1.8785, 0.5761], [2.1745, 1.3253, 0.3852], [1.0755, 1.3878, -1.0521], [0.2292, -0.4010, 1.1052], [1.4436, -0.9949, 0.0343], [-1.4805, -2.9698, 0.5516], [-0.7095, -3.1984, -0.6624], [-1.0826, -3.6983, 0.0602]], "nbo_charge": [-0.583, 0.456, -0.541, -0.525, -0.709, 0.126, 0.198, 0.236, 0.170, 0.188, 0.475, 0.491, -0.981]}


Verdict on stability: b comes out on top.


--- a ---
{"formula": "C3H7O2S", "method": "ωB97M-V/def2-TZVPD", "homo_lumo_gap_ev": 7.31, "homo_ev": -3.312, "total_charge": -1, "smiles": "CC=[S@@](C)(=O)[O-]", "elements": ["C", "C", "S", "C", "O", "O", "H", "H", "H", "H", "H", "H", "H"], "coordinates": [[-1.3420, -1.2199, -0.2342], [-0.3019, -0.6876, -1.1779], [0.9786, -0.0038, -0.3053], [0.6787, 1.5311, 0.7491], [1.4350, -1.3222, 1.2194], [2.0646, 0.4093, -1.1870], [-0.7870, -1.6355, 0.6054], [-1.9232, -2.0193, -0.7013], [-2.0597, -0.4765, 0.1517], [-0.6391, 0.0441, -1.9132], [0.0759, 1.2257, 1.5924], [1.6486, 1.8862, 1.0669], [0.1715, 2.2684, 0.1340]], "nbo_charge": [-0.658, -0.810, 1.789, -0.824, -0.951, -0.973, 0.262, 0.182, 0.152, 0.183, 0.224, 0.225, 0.199]}


--- b ---
{"formula": "C3H7O2S", "method": "ωB97M-V/def2-TZVPD", "homo_lumo_gap_ev": 6.67, "homo_ev": -2.888, "total_charge": -1, "elements": ["C", "C", "C", "O", "O", "S", "H", "H", "H", "H", "H", "H", "H"], "coordinates": [[1.7533, -0.9978, -1.1709], [2.7628, -0.8497, -1.9438], [-1.8705, 1.3068, 2.0290], [-1.0269, 0.2070, -0.3215], [-3.2818, -0.1982, 0.4909], [-1.8450, -0.1833, 0.8433], [1.3875, -2.0559, -1.2350], [1.1202, -0.1977, -0.8274], [3.3648, -1.7520, -2.3850], [3.1802, 0.1159, -2.1604], [-2.4731, 1.1020, 2.9107], [-0.8135, 1.3695, 2.3205], [-2.2580, 2.1333, 1.4496]], "nbo_charge": [-0.376, -0.415, -0.883, -1.079, -1.082, 1.469, 0.185, 0.260, 0.165, 0.172, 0.194, 0.185, 0.205]}


Verdict on stability: b comes out on top.